Entry 1:
{
  "formula": "C12H20GdN3O4P",
  "method": "wB97M-V/def2-TZVPD",
  "e_above_lowest_kcal_mol": 58.43,
  "multiplicity": 9,
  "total_charge": 2,
  "lumo_energy_ev": [-8.3, -8.8],
  "s2": 20.239,
  "orbital_gap_ev": [6.92, 6.72],
  "symbols": ["C", "C", "N", "C", "C", "C", "C", "C", "P", "H", "H", "H", "C", "C", "H", "H", "H", "C", "C", "H", "H", "H", "H", "H", "H", "H", "H", "H", "H", "H", "H", "C", "O", "Gd", "O", "H", "H", "N", "O", "N", "O"],
  "positions_angstrom": [[-1.854, -1.631, -1.135], [-0.782, -0.877, -2.007], [0.281, -0.346, -1.337], [1.333, 0.353, -1.900], [1.359, 0.345, -3.302], [0.315, -0.270, -3.996], [-0.775, -0.881, -3.376], [2.330, 0.924, -1.007], [2.282, 0.974, 0.745], [-1.627, -1.384, -3.878], [2.234, 0.803, -3.781], [0.350, -0.285, -5.071], [-3.036, 0.341, -0.085], [-2.785, -1.765, 1.228], [3.188, 1.407, -1.466], [-1.462, -2.622, -0.814], [-2.795, -1.755, -1.691], [2.204, 2.645, 1.494], [3.564, -0.011, 1.594], [2.024, 2.548, 2.586], [3.208, 3.037, 1.258], [1.378, 3.223, 1.029], [3.360, 0.004, 2.688], [3.542, -1.047, 1.191], [4.470, 0.552, 1.304], [-3.735, -2.195, 0.867], [-2.047, -2.566, 1.445], [-2.938, -1.170, 2.161], [-4.029, 0.036, -0.453], [-3.114, 0.907, 0.869], [-2.520, 0.986, -0.825], [-0.245, 0.155, 3.239], [-0.353, 0.328, 4.387], [-0.316, 0.005, 0.955], [0.686, -2.378, 0.778], [1.353, -2.445, 1.496], [1.198, -2.303, -0.057], [-2.290, -0.923, 0.110], [-1.790, 2.230, 2.545], [-1.387, 2.888, 1.582], [-0.779, 2.163, 0.630]],
  "forces_ev_per_angstrom": [[-0.72, 0.30, 0.13], [1.10, -0.14, 2.01], [-0.76, 0.38, 0.55], [-1.01, -1.22, 0.64], [0.53, 0.31, 0.09], [0.25, 0.08, -0.39], [-0.73, -0.22, -0.42], [0.57, 0.29, -1.73], [-2.35, -1.12, 1.73], [0.91, 0.59, -0.09], [-0.65, -0.22, -0.19], [0.09, 0.06, -0.27], [-0.48, -0.50, -0.45], [-0.04, -0.22, -0.72], [-0.13, -0.01, -0.41], [-0.25, 0.61, -0.42], [0.53, -0.38, -0.51], [0.60, -0.10, -0.73], [0.21, 0.54, -0.77], [0.32, 0.03, -0.67], [-0.53, 0.63, 0.54], [0.75, -0.30, 0.23], [0.32, 0.08, -0.80], [0.34, 0.76, 0.32], [0.25, -0.90, 0.69], [0.18, -0.13, 0.79], [-0.53, 0.30, -0.23], [-0.08, -0.20, -0.78], [0.05, 0.68, 0.12], [-0.12, -0.49, -0.54], [-0.39, -0.42, 0.30], [-0.36, 1.03, 9.57], [0.61, -0.87, -5.66], [-0.88, 0.81, -2.10], [0.82, 0.55, 0.26], [-0.38, -0.42, -0.60], [-0.28, -0.27, 0.56], [1.90, 0.46, 0.15], [0.99, 0.49, -1.98], [-0.12, -1.35, 0.55], [-0.52, 0.49, 1.25]],
  "mulliken_spin": [0.000, -0.011, 0.026, 0.034, 0.155, -0.029, 0.106, 0.501, -0.130, 0.002, 0.000, 0.001, 0.005, 0.007, 0.001, 0.007, -0.001, 0.032, 0.035, 0.002, -0.005, 0.004, 0.001, 0.006, -0.005, -0.001, -0.002, 0.002, -0.002, -0.002, 0.002, -0.012, 0.001, 7.483, -0.001, -0.002, 0.002, -0.110, 0.002, -0.012, -0.095]
}

---

Entry 2:
{
  "formula": "C12H20N",
  "method": "wB97M-V/def2-TZVPD",
  "e_above_lowest_kcal_mol": 117.97,
  "total_charge": 1,
  "lumo_energy_ev": -2.3,
  "smiles": "CC1([C@@]23C[C@]2(C)[N@@+]3(C)C2CC2)CC1",
  "orbital_gap_ev": 11.41,
  "symbols": ["C", "C", "C", "C", "C", "C", "C", "C", "C", "C", "C", "C", "N", "H", "H", "H", "H", "H", "H", "H", "H", "H", "H", "H", "H", "H", "H", "H", "H", "H", "H", "H", "H"],
  "positions_angstrom": [[-2.648, 1.136, 0.746], [-1.261, 1.108, 1.358], [1.946, 1.065, 1.398], [2.753, -0.204, 1.062], [0.686, -1.843, -0.855], [-1.355, 0.976, -0.096], [1.731, 0.396, 0.035], [0.661, -0.496, -0.297], [-0.485, -1.397, 0.060], [2.256, 1.068, -1.247], [-1.324, -2.150, 1.008], [-1.343, -0.340, -2.166], [-0.878, -0.235, -0.714], [-3.211, 0.153, 0.787], [-3.212, 2.039, 0.721], [-0.832, 1.909, 1.912], [-1.022, 0.191, 2.019], [1.229, 1.075, 2.223], [2.482, 2.081, 1.222], [3.782, -0.099, 0.853], [2.548, -1.154, 1.492], [0.647, -2.145, -1.874], [1.262, -2.591, -0.207], [-0.976, 1.860, -0.605], [1.377, 1.718, -1.604], [2.390, 0.262, -1.996], [3.167, 1.656, -0.983], [-0.914, -2.905, 1.557], [-2.064, -2.746, 0.401], [-1.954, -1.414, 1.620], [-0.914, 0.602, -2.692], [-0.942, -1.333, -2.490], [-2.391, -0.191, -2.262]],
  "forces_ev_per_angstrom": [[1.04, -2.62, -0.57], [-0.51, -2.47, 2.71], [1.23, 0.90, -1.09], [-1.56, 1.91, -0.72], [-0.14, -1.98, 2.49], [-0.08, 1.61, 1.01], [1.39, 0.60, 1.24], [-2.18, -1.69, 0.32], [1.83, -0.18, -1.05], [-1.40, 0.31, 0.59], [-3.72, 2.21, -1.27], [2.63, 0.93, 0.14], [0.27, 0.81, -1.66], [0.47, 1.54, 0.22], [-0.26, 0.42, -0.29], [0.05, 1.11, -0.44], [-0.47, 1.37, -1.50], [0.18, -0.20, -0.54], [-0.82, -1.99, 0.75], [0.92, 0.30, -0.46], [-0.60, -0.43, 0.57], [-0.26, 0.01, -0.75], [-0.33, 1.25, -1.17], [-0.28, -0.26, -0.34], [1.63, -0.49, 0.24], [0.44, 0.71, 0.24], [-0.73, -0.42, -0.74], [1.83, -1.47, 1.78], [0.47, 0.79, 0.26], [0.99, -1.44, -0.53], [-0.25, -1.94, 0.60], [-0.79, 1.30, -0.42], [-1.00, -0.50, 0.37]],
  "nbo_charge": [-0.396, -0.436, -0.394, -0.371, -0.437, -0.096, -0.168, 0.327, 0.164, -0.583, -0.652, -0.410, -0.252, 0.225, 0.251, 0.249, 0.228, 0.234, 0.239, 0.232, 0.222, 0.224, 0.242, 0.240, 0.204, 0.223, 0.243, 0.260, 0.249, 0.237, 0.231, 0.231, 0.240]
}

---

Entry 3:
{
  "formula": "C12H20N2O2",
  "method": "wB97M-V/def2-TZVPD",
  "e_above_lowest_kcal_mol": 293.37,
  "lumo_energy_ev": 0.4,
  "orbital_gap_ev": 8.72,
  "symbols": ["C", "C", "C", "N", "C", "O", "C", "H", "C", "H", "C", "H", "C", "C", "O", "N", "H", "C", "C", "C", "H", "H", "H", "H", "H", "H", "H", "H", "H", "H", "H", "H", "H", "H", "H", "H"],
  "positions_angstrom": [[-6.568, -0.230, -0.023], [-5.218, -0.187, 0.315], [-4.037, -0.622, -0.468], [-3.100, 0.254, -0.606], [-1.912, -0.018, -0.158], [-1.664, -0.909, 0.679], [-1.118, 1.232, -0.064], [-1.038, 1.630, -1.416], [0.330, 1.086, 0.167], [0.820, 0.182, -0.330], [1.259, 2.458, 0.157], [0.791, 3.210, 0.569], [2.727, 1.765, 0.599], [3.385, 0.927, -0.058], [3.828, 1.011, -1.324], [3.306, -0.401, 0.636], [2.975, -0.655, 1.461], [3.899, -1.596, -0.034], [3.102, -2.600, -0.278], [1.699, -2.689, 0.266], [1.090, -3.632, -0.055], [1.091, -1.791, 0.713], [3.458, -3.477, -0.573], [4.773, -1.810, 0.605], [4.247, -1.064, -1.361], [3.416, 2.858, 0.621], [2.633, 1.482, 1.761], [1.466, 2.694, -0.944], [0.243, 0.706, 1.416], [-1.411, 2.173, 0.383], [-3.382, 1.247, -1.117], [-3.771, -1.567, -0.017], [-4.476, -1.027, -1.409], [-5.151, 0.147, 1.249], [-7.471, 0.092, 0.476], [-6.833, -0.476, -1.017]],
  "forces_ev_per_angstrom": [[3.17, 0.26, -0.62], [-5.33, -0.51, -2.57], [-7.51, -5.69, -0.67], [1.17, 6.47, -3.98], [1.58, 1.86, 5.62], [0.10, -0.29, -2.14], [2.97, 2.28, -7.18], [-0.71, -0.77, 3.43], [1.58, -0.76, 4.67], [-0.65, 1.55, 0.39], [2.99, -9.08, -5.45], [-1.50, 3.89, 3.10], [-5.78, 14.79, 10.29], [5.63, -12.06, -10.27], [-1.80, -0.35, 6.35], [3.59, 1.92, -8.27], [-2.10, -0.02, 4.68], [5.47, 8.92, -1.54], [-12.25, -3.00, 3.58], [2.72, 0.11, -2.68], [1.23, 1.89, 0.89], [1.43, -1.93, -0.95], [1.53, -3.55, -1.70], [0.32, -0.32, -1.02], [-0.48, -1.32, 4.07], [-1.53, -2.99, 0.05], [0.12, 0.66, -2.66], [-0.52, -0.14, 1.39], [0.96, 0.95, -3.16], [-1.17, -0.46, 0.44], [1.57, -3.61, 1.78], [1.04, 0.05, 0.43], [0.30, 0.47, -0.13], [1.36, 1.36, 3.99], [0.59, 0.10, 1.04], [-0.04, -0.65, -1.19]],
  "nbo_charge": [-0.388, -0.166, -0.282, -0.571, 0.635, -0.622, -0.428, 0.126, -0.409, 0.243, -0.325, 0.198, -0.491, 0.604, -0.628, -0.629, 0.387, -0.257, -0.201, -0.475, 0.208, 0.219, 0.203, 0.218, 0.256, 0.267, 0.238, 0.218, 0.179, 0.239, 0.422, 0.266, 0.180, 0.184, 0.206, 0.171]
}

---

Entry 4:
{
  "formula": "C12H20N4RuS2",
  "method": "wB97M-V/def2-TZVPD",
  "total_charge": 4,
  "lumo_energy_ev": -17.7,
  "orbital_gap_ev": 4.63,
  "symbols": ["Ru", "N", "C", "C", "C", "C", "N", "H", "H", "H", "H", "H", "H", "H", "H", "H", "H", "H", "H", "C", "C", "N", "C", "C", "S", "C", "C", "S", "C", "N", "C", "H", "H", "H", "H", "H", "H", "H", "H"],
  "positions_angstrom": [[-0.155, 0.219, -0.080], [1.008, 1.595, -1.246], [-0.230, 2.325, -1.695], [-1.235, 2.379, -0.512], [-2.623, 1.773, -0.743], [-2.607, 0.252, -0.819], [-2.124, -0.383, 0.453], [1.603, 2.235, -0.723], [1.567, 1.312, -2.047], [-0.651, 1.780, -2.542], [0.023, 3.322, -2.054], [-1.323, 3.404, -0.147], [-0.774, 1.935, 0.448], [-3.034, 2.170, -1.675], [-3.313, 2.092, 0.041], [-1.913, -0.100, -1.623], [-3.586, -0.145, -1.092], [-2.403, -1.360, 0.494], [-2.561, 0.061, 1.259], [0.638, 1.850, 3.191], [1.191, 0.571, 2.731], [0.999, -0.082, 1.630], [1.730, -1.283, 1.595], [2.531, -1.507, 2.808], [2.364, -0.293, 3.860], [1.603, -2.070, 0.500], [2.247, -3.353, 0.190], [1.793, -3.902, -1.262], [0.695, -2.451, -1.512], [0.737, -1.632, -0.512], [-0.093, -2.344, -2.756], [-0.043, 2.274, 2.460], [1.454, 2.557, 3.396], [0.118, 1.707, 4.147], [3.177, -2.357, 3.017], [2.956, -3.897, 0.810], [0.099, -3.159, -3.452], [0.145, -1.397, -3.253], [-1.159, -2.350, -2.506]],
  "forces_ev_per_angstrom": [[-0.49, 0.28, -0.34], [0.00, -0.02, 0.13], [0.22, -0.01, 0.00], [0.09, -0.15, -0.02], [-0.04, 0.05, -0.02], [0.00, -0.11, 0.30], [0.08, -0.03, -0.04], [0.04, 0.02, -0.03], [-0.02, -0.03, -0.03], [0.00, 0.00, -0.01], [-0.09, 0.03, 0.00], [-0.01, 0.00, 0.03], [0.11, -0.08, 0.12], [-0.02, -0.01, 0.00], [0.00, 0.02, 0.00], [0.05, 0.02, -0.01], [0.04, 0.00, -0.15], [-0.02, -0.01, -0.01], [-0.02, 0.00, 0.01], [0.02, -0.10, -0.07], [0.17, -0.06, 0.14], [0.06, 0.15, -0.04], [0.21, -0.13, 0.38], [-0.14, -0.01, -0.48], [-0.14, 0.20, 0.11], [0.12, -0.34, -0.06], [-0.07, 0.42, 0.21], [-0.17, -0.02, -0.21], [0.14, -0.15, 0.00], [-0.02, -0.06, 0.01], [0.05, 0.06, 0.13], [-0.01, 0.04, 0.04], [-0.01, 0.01, 0.00], [-0.01, 0.02, 0.00], [-0.03, -0.01, -0.05], [-0.02, 0.03, 0.02], [0.02, -0.02, 0.01], [-0.04, -0.01, -0.03], [-0.02, -0.01, -0.05]],
  "nbo_charge": [0.666, -0.766, -0.267, -0.368, -0.447, -0.250, -0.758, 0.418, 0.428, 0.230, 0.281, 0.315, 0.171, 0.292, 0.270, 0.189, 0.300, 0.426, 0.424, -0.720, 0.300, -0.409, 0.180, -0.245, 0.888, 0.178, -0.241, 0.888, 0.287, -0.421, -0.722, 0.266, 0.326, 0.326, 0.332, 0.330, 0.310, 0.296, 0.299]
}

---

Entry 5:
{
  "formula": "C12H20N6O2PtS3",
  "method": "wB97M-V/def2-TZVPD",
  "e_above_lowest_kcal_mol": 7.15,
  "multiplicity": 3,
  "total_charge": 2,
  "lumo_energy_ev": [-5.2, -7.9],
  "s2": 2.004,
  "orbital_gap_ev": [8.62, 6.30],
  "symbols": ["Pt", "C", "O", "C", "O", "N", "N", "H", "H", "H", "H", "H", "H", "C", "C", "N", "C", "C", "S", "C", "C", "S", "C", "N", "C", "H", "H", "H", "H", "H", "H", "H", "H", "C", "N", "C", "N", "S", "H", "H", "H", "H", "H", "H"],
  "positions_angstrom": [[-0.089, 0.213, 0.100], [4.276, 0.617, -2.902], [3.303, 1.411, -2.196], [2.574, 0.914, -1.231], [1.644, 1.563, -0.762], [2.887, -0.323, -0.761], [2.074, -0.894, 0.223], [4.502, 1.176, -3.803], [3.867, -0.357, -3.168], [5.191, 0.514, -2.317], [3.772, -0.756, -0.972], [2.479, -0.786, 1.148], [1.965, -1.884, 0.032], [-3.065, -2.005, -0.810], [-2.966, -1.414, 0.550], [-2.002, -0.642, 0.998], [-2.206, -0.244, 2.306], [-3.360, -0.708, 2.848], [-4.199, -1.673, 1.719], [-1.207, 0.602, 2.940], [-1.204, 1.081, 4.210], [0.186, 2.031, 4.485], [0.721, 1.745, 2.875], [-0.107, 0.989, 2.199], [1.990, 2.327, 2.365], [-2.085, -2.075, -1.269], [-3.709, -1.388, -1.441], [-3.516, -2.995, -0.770], [-3.733, -0.545, 3.846], [-1.935, 0.930, 4.988], [2.033, 3.392, 2.591], [2.065, 2.196, 1.288], [2.850, 1.863, 2.853], [-1.609, 2.452, -4.895], [-0.926, 1.366, -4.202], [-1.117, 1.063, -2.934], [-2.000, 1.772, -2.226], [-0.282, -0.306, -2.287], [-1.184, 2.558, -5.888], [-1.468, 3.396, -4.367], [-2.675, 2.239, -4.998], [-0.293, 0.781, -4.724], [-2.474, 2.571, -2.615], [-2.105, 1.589, -1.249]],
  "forces_ev_per_angstrom": [[0.38, 0.03, 0.09], [0.18, -0.06, -0.05], [-0.07, 0.07, -0.02], [0.02, 0.04, 0.13], [-0.18, 0.12, -0.02], [0.17, -0.12, -0.21], [-0.60, 0.14, 0.08], [0.00, 0.00, 0.01], [-0.04, 0.03, -0.02], [-0.04, 0.01, 0.06], [-0.01, -0.07, 0.03], [0.02, 0.05, 0.05], [-0.08, -0.05, -0.06], [-0.11, -0.07, -0.05], [-0.34, -0.02, 0.32], [0.36, -0.04, -0.09], [-0.39, -0.13, -0.03], [0.13, 0.03, 0.02], [0.30, 0.05, -0.20], [0.13, 0.16, 0.35], [0.02, -0.01, -0.07], [0.06, -0.10, -0.38], [-0.09, 0.17, 0.48], [0.05, -0.31, -0.54], [0.09, 0.04, -0.02], [0.03, 0.00, -0.04], [0.07, 0.03, -0.03], [0.03, 0.00, 0.04], [-0.04, -0.01, -0.03], [-0.01, -0.02, -0.03], [0.02, 0.00, -0.02], [-0.04, 0.03, 0.06], [-0.01, -0.02, 0.00], [-0.12, -0.01, -0.05], [-0.07, 0.16, -0.09], [-0.09, -0.14, 0.06], [0.25, 0.05, -0.24], [-0.02, 0.03, 0.25], [0.02, -0.03, 0.01], [0.04, -0.01, -0.01], [0.01, 0.01, 0.00], [0.07, -0.01, 0.03], [0.02, -0.01, 0.03], [-0.13, -0.05, 0.18]],
  "mulliken_spin": [1.541, 0.002, -0.001, -0.009, 0.054, -0.006, 0.126, 0.000, 0.000, 0.000, 0.000, -0.004, -0.005, 0.004, -0.002, 0.079, -0.023, 0.005, 0.016, 0.002, 0.003, 0.006, 0.001, 0.091, 0.001, 0.000, 0.001, 0.000, 0.000, 0.000, 0.000, 0.005, 0.000, 0.001, 0.004, -0.026, 0.007, 0.119, 0.000, 0.000, 0.000, 0.001, -0.005, 0.013]
}

---

Entry 6:
{
  "formula": "C12H20NOP",
  "method": "wB97M-V/def2-TZVPD",
  "multiplicity": 3,
  "lumo_energy_ev": [0.8, -2.9],
  "s2": 2.009,
  "orbital_gap_ev": [4.85, 5.58],
  "symbols": ["C", "C", "C", "C", "C", "C", "C", "C", "C", "C", "C", "C", "N", "O", "P", "H", "H", "H", "H", "H", "H", "H", "H", "H", "H", "H", "H", "H", "H", "H", "H", "H", "H", "H", "H"],
  "positions_angstrom": [[-0.372, -0.466, -1.783], [1.339, -1.446, -0.495], [0.084, 0.819, -1.461], [1.752, -0.173, -0.108], [0.365, -1.591, -1.435], [1.175, 0.984, -0.605], [-1.857, -4.671, -1.048], [0.746, 5.063, 2.767], [-0.515, 1.914, 1.943], [-0.134, -2.957, -1.914], [1.503, 2.317, -0.086], [-1.205, -3.349, -0.918], [0.606, 4.532, 1.431], [-0.930, 3.362, -0.417], [0.210, 3.158, 0.890], [-1.149, -0.486, -2.621], [1.858, -2.398, -0.135], [-0.221, 1.751, -1.960], [2.535, -0.110, 0.503], [-1.082, -5.502, -1.272], [-2.607, -5.016, -0.305], [-2.412, -4.595, -1.946], [0.220, 5.974, 2.688], [1.708, 5.221, 3.187], [0.224, 4.341, 3.397], [-0.864, 2.275, 2.874], [-1.242, 1.175, 1.671], [0.365, 1.445, 2.203], [-0.587, -2.607, -2.752], [0.656, -3.704, -2.185], [2.341, 2.386, 0.698], [1.732, 2.937, -0.907], [-0.811, -3.182, 0.166], [-2.071, -2.632, -1.043], [-1.041, 4.212, -0.799]],
  "forces_ev_per_angstrom": [[-2.71, 0.77, -2.82], [2.34, -2.34, 0.95], [0.14, 1.84, -1.07], [-0.68, -0.65, -0.40], [-1.16, -1.42, -0.14], [-0.83, -0.27, 0.65], [1.17, -2.77, -0.77], [-1.65, -1.59, -0.74], [-0.69, 0.62, -0.18], [1.87, 0.61, 1.53], [1.29, -0.46, 2.34], [-0.78, 1.64, 3.16], [1.21, -0.70, -0.43], [1.20, -2.04, 2.38], [-2.89, 1.65, -3.45], [1.10, -0.39, 1.31], [-0.66, 1.62, -0.33], [-0.39, -0.88, 0.15], [3.05, 0.44, 2.56], [-1.24, 1.04, 0.72], [0.90, 0.54, 0.01], [-0.77, -0.31, -1.23], [-0.54, 1.26, 0.80], [1.23, 0.05, -0.19], [-0.13, 0.50, 0.82], [-0.45, 1.09, 0.87], [-0.18, -0.16, -1.08], [2.02, -1.81, 0.74], [-1.59, -0.06, -3.13], [-0.63, 0.60, 0.69], [-0.66, -0.60, -1.45], [0.24, 1.22, -0.87], [-0.54, -0.27, -1.75], [1.20, -0.23, 0.34], [0.22, 1.48, -0.01]],
  "mulliken_spin": [0.442, 0.321, 0.360, 0.439, 0.020, 0.025, 0.015, -0.001, 0.044, 0.039, 0.063, 0.047, 0.030, 0.010, 0.002, 0.029, 0.039, 0.026, 0.064, -0.001, 0.000, 0.000, 0.002, 0.001, 0.000, -0.003, -0.006, -0.012, -0.002, -0.004, 0.011, 0.014, -0.002, -0.015, 0.001]
}

---

| no. | total energy (eV) | M (g/mol) |
| --- | --- | --- |
| 1 | -55533.0380 | 458.5 |
| 2 | -14246.6960 | 178.3 |
| 3 | -19831.4187 | 224.3 |
| 4 | -42935.0421 | 385.5 |
| 5 | -61542.9259 | 571.6 |
| 6 | -25588.5902 | 225.3 |